Molecular formula: C6H10O
Method: DFT, ωB97M-V/def2-TZVPD

- Frontier orbital gap (alpha / beta): 6.973 / 6.978 eV

The geometry in ORCA input format:
```
! wB97M-V def2-TZVPD RIJCOSX def2/J DEFGRID3
* xyz 0 1
C 1.0914 0.7183 -1.0281
C 1.4390 0.1205 0.3369
O 0.5773 0.7345 1.3091
C -0.6545 0.2953 1.3912
C -1.1252 -1.0274 1.1295
C -1.0555 -1.7284 -0.0404
C -0.4084 0.6634 -1.3140
H 1.6738 0.1670 -1.7756
H 1.4289 1.7584 -1.0383
H 1.2809 -0.9639 0.3458
H 2.4540 0.3705 0.6548
H -1.2575 1.0130 1.9534
H -0.9439 0.5855 -0.3413
H -1.6369 -1.3639 2.0423
H -1.3691 -2.7754 0.0353
H -0.8063 1.5986 -1.6997
H -0.6881 -0.1661 -1.9609
*
```

natural (NBO) population analysis, charges in e, atoms 1 to 5: C -0.43; C -0.08; O -0.43; C 0.35; C -0.56

***

Molecular formula: C5H6N
Method: DFT, ωB97M-V/def2-TZVPD

- Frontier orbital gap: 9.154 eV
- SMILES: C=C=CCC#[NH+]

The geometry in ORCA input format:
```
! wB97M-V def2-TZVPD RIJCOSX def2/J DEFGRID3
* xyz 1 1
C 2.5102 -0.0559 0.1803
C 1.3685 0.4329 -0.1092
C 0.1072 0.5967 -0.3939
C -0.8989 -0.4930 0.1179
C -2.2434 -0.0775 0.0235
N -3.3427 0.3284 0.0093
H 3.2330 -0.3194 -0.5761
H 3.0368 0.1763 1.1732
H -0.3136 1.6543 -0.8013
H -0.6312 -1.5094 -0.2861
H -0.4575 -0.4673 1.1170
H -4.1917 0.8012 -0.1090
*
```

natural (NBO) population analysis, charges in e, atoms 1 to 5: C -0.42; C 0.08; C -0.30; C -0.64; C 0.74

***

Molecular formula: C18H24N2O4S
Method: DFT, ωB97M-V/def2-TZVPD

- Frontier orbital gap: 7.845 eV

The geometry in ORCA input format:
```
! wB97M-V def2-TZVPD RIJCOSX def2/J DEFGRID3
* xyz 0 1
C -3.7807 -1.9900 -2.0867
C -2.2470 -1.9212 -1.6647
H -1.6161 -1.2107 -2.3433
H -1.9124 -2.9449 -1.5875
O -2.3322 -1.4381 -0.5470
C -2.3599 -2.0848 0.7496
O -2.3803 -3.3319 0.8989
C -2.2617 -1.0944 1.8189
N -1.4679 0.0829 1.6644
C -1.9819 1.1194 1.1789
O -3.2816 1.4557 1.0632
N -1.2850 2.2988 0.7850
C 0.2081 2.1738 1.1760
H 0.4755 1.6892 2.0667
H 0.2769 3.3271 1.6347
C 1.0986 2.2897 0.2167
C 1.2893 0.7301 -0.3471
O 0.2502 0.2711 -0.8014
C 2.5914 0.2397 -0.2144
C 3.7196 0.7664 0.0623
C 4.8240 -0.0495 0.0963
C 4.6245 -1.3232 0.5020
C 3.5025 -1.9092 0.2980
C 2.3042 -1.2181 0.1530
S 0.7811 -1.8255 -0.4379
C 1.0794 -3.6137 0.5647
H 1.4891 -3.7265 1.5398
H 0.0199 -3.8466 0.6720
H 1.4690 -4.3384 0.0305
H 3.4726 -3.1331 0.4126
H 5.6273 -1.9129 0.4874
H 5.8108 0.3954 0.1196
H 3.8900 1.8221 -0.1880
C 0.6658 3.1779 -1.0100
C -0.8251 3.0550 -1.3099
H -1.0688 4.0834 -1.9913
C -1.5991 3.2275 -0.2091
H -2.6842 3.0657 0.0271
H -1.5257 4.2547 0.4390
H -1.0642 2.2652 -1.6604
H 1.3709 3.1015 -1.7299
H 0.7114 4.3936 -0.3761
H 2.0459 2.6019 0.4925
H -0.5539 -0.3071 1.4075
H -1.9726 -1.6469 2.7081
H -3.0992 -0.8306 2.1451
H -4.1896 -1.1058 -2.1449
H -3.7098 -2.5509 -3.1374
H -4.3993 -2.5339 -1.6237
*
```

natural (NBO) population analysis, charges in e, atoms 1 to 5: C -0.58; C -0.04; H 0.19; H 0.17; O -0.52

***

Number 1: energy -8426.1961 eV. Number 2: energy -6761.2660 eV. Number 3: energy -41046.5465 eV.